Record 1
{
  "formula": "C18H23BrF25NbO3PS",
  "method": "ωB97M-V/def2-TZVPD",
  "charge": -1,
  "multiplicity": 1,
  "energy_ha": -6792.57176,
  "gap_ev": 5.7,
  "species": ["F", "C", "C", "C", "Nb", "Br", "P", "S", "H", "H", "H", "H", "H", "H", "H", "H", "H", "H", "H", "C", "C", "C", "F", "F", "F", "F", "O", "C", "C", "F", "F", "F", "F", "H", "H", "H", "H", "C", "C", "C", "F", "F", "F", "F", "O", "C", "C", "F", "F", "F", "F", "H", "H", "H", "H", "C", "C", "C", "F", "F", "F", "F", "O", "C", "C", "F", "F", "F", "F", "H", "H", "H", "H"],
  "positions_angstrom": [[2.5226, 0.7979, -2.5312], [3.1392, 1.2619, -1.3554], [3.4118, 2.7534, -1.4235], [4.7494, 3.1303, -2.0605], [5.3542, 2.7042, -4.1154], [3.2290, 3.3923, -5.3324], [5.9165, 0.9824, -6.0173], [6.4628, 1.8958, -7.7048], [2.4489, 1.0251, -0.5370], [4.0655, 0.6916, -1.2207], [3.3669, 3.1265, -0.3876], [2.5755, 3.2252, -1.9546], [4.8193, 4.2352, -2.1576], [5.5587, 2.8139, -1.3881], [5.1248, 0.9718, -3.5803], [7.0185, 2.2889, -3.6244], [6.3964, 4.0761, -4.7312], [4.8282, 0.1169, -6.2584], [6.8618, 0.0138, -5.6305], [-2.6488, -0.4848, 0.8120], [-2.2954, 0.9583, 0.4308], [-0.9490, 1.1966, -0.2676], [0.0565, 0.8665, 0.5686], [-0.8470, 2.5069, -0.5676], [-2.4213, 1.7773, 1.4892], [-3.2409, 1.3210, -0.4975], [-2.4228, -0.8412, 2.1656], [-1.2551, -1.3751, 2.6074], [-0.6268, -0.5218, 3.7268], [-0.3431, 0.7115, 3.2837], [0.5298, -1.1158, 4.1144], [-0.3800, -1.6115, 1.6206], [-1.5395, -2.5784, 3.1832], [-3.7291, -0.5429, 0.6908], [-2.1891, -1.1864, 0.1155], [-0.8751, 0.6103, -1.1865], [-1.3066, -0.4689, 4.5783], [-6.4938, 2.4932, -5.4428], [-5.6972, 3.2099, -6.5404], [-4.9948, 2.3398, -7.5940], [-4.0525, 1.5704, -7.0180], [-4.3989, 3.1457, -8.4961], [-4.8263, 4.0797, -6.0072], [-6.6322, 3.9212, -7.2533], [-5.8408, 2.3387, -4.1980], [-5.0969, 1.2423, -3.8844], [-3.6472, 1.6163, -3.5209], [-3.0487, 2.2143, -4.5629], [-2.9773, 0.4736, -3.2366], [-5.1361, 0.3026, -4.8435], [-5.6351, 0.6873, -2.7643], [-7.3273, 3.1627, -5.2355], [-6.8968, 1.5517, -5.8176], [-5.7194, 1.7043, -8.1097], [-3.6372, 2.2754, -2.6523], [0.7439, -4.4517, 6.3066], [0.5240, -3.1329, 7.0574], [1.6531, -2.0918, 7.0199], [2.7544, -2.5754, 7.6302], [1.2458, -0.9924, 7.6921], [0.1540, -3.3608, 8.3304], [-0.5255, -2.5275, 6.4138], [1.1451, -5.5568, 7.0974], [2.4486, -5.8717, 7.3248], [2.7727, -5.8973, 8.8319], [2.5500, -4.6890, 9.3799], [4.0777, -6.2060, 8.9925], [3.2993, -5.0792, 6.6560], [2.6516, -7.1414, 6.8827], [-0.2444, -4.7217, 5.9380], [1.3959, -4.2970, 5.4465], [1.8904, -1.8136, 5.9924], [2.1554, -6.6478, 9.3283]],
  "lowdin_charge": [-0.112, -0.242, -0.298, -0.422, 0.579, -0.140, -0.045, -0.197, 0.090, 0.104, 0.099, 0.092, 0.040, 0.036, -0.079, -0.135, -0.118, -0.123, -0.124, -0.029, -0.432, -0.303, 0.092, 0.108, 0.145, 0.081, 0.054, -0.547, -0.282, 0.115, 0.082, 0.161, 0.126, 0.150, 0.151, 0.174, 0.173, -0.042, -0.442, -0.313, 0.102, 0.105, 0.149, 0.088, 0.054, -0.541, -0.290, 0.116, 0.091, 0.152, 0.131, 0.148, 0.146, 0.171, 0.163, -0.032, -0.437, -0.306, 0.097, 0.101, 0.141, 0.087, 0.052, -0.549, -0.289, 0.103, 0.099, 0.157, 0.134, 0.150, 0.151, 0.159, 0.173]
}


Record 2
{
  "formula": "C4H11ClSi",
  "method": "ωB97M-V/def2-TZVPD",
  "charge": 0,
  "de_lowest_kj_mol": 410.6,
  "multiplicity": 1,
  "energy_ha": -908.61055,
  "gap_ev": [6.3, 8.7],
  "species": ["C", "C", "C", "C", "Si", "Cl", "H", "H", "H", "H", "H", "H", "H", "H", "H", "H", "H"],
  "positions_angstrom": [[-2.5768, -0.4977, 1.2038], [-1.8883, -1.0187, -1.2351], [3.2319, 1.6621, 0.4406], [-1.7832, -0.2062, -0.0067], [2.3592, 0.3183, -0.5816], [2.6868, -1.5061, 0.2844], [-2.9908, -1.5024, 1.1640], [-1.9718, -0.3929, 2.1054], [-3.4134, 0.2039, 1.3064], [-1.9582, -0.3929, -2.1275], [-2.7541, -1.6774, -1.1961], [-0.9940, -1.6401, -1.3686], [3.2373, 2.6082, -0.0902], [2.7508, 1.8218, 1.4022], [4.2670, 1.3808, 0.6337], [-1.0576, 0.5895, 0.0208], [2.8553, 0.2498, -1.9558]],
  "lowdin_charge": [-0.138, -0.140, -0.327, -0.212, 0.250, 0.175, 0.067, 0.067, 0.073, 0.069, 0.068, 0.068, 0.010, 0.013, 0.017, 0.054, -0.113]
}


Record 3
{
  "formula": "C3H5NO2",
  "method": "ωB97M-V/def2-TZVPD",
  "charge": 0,
  "de_lowest_kj_mol": 51.0,
  "smiles": "CC(=O)NC=O",
  "multiplicity": 1,
  "energy_ha": -322.55491,
  "gap_ev": 11.1,
  "species": ["C", "C", "O", "N", "C", "O", "H", "H", "H", "H", "H"],
  "positions_angstrom": [[1.5415, 0.1568, 0.3984], [0.0848, -0.0349, 0.7536], [-0.2828, -0.7293, 1.6667], [-0.8654, 0.4986, -0.1658], [-1.5748, -0.3911, -0.9444], [-2.2731, -0.0898, -1.8790], [1.6498, 0.1603, -0.6885], [2.0644, -0.7057, 0.8126], [2.0180, 1.0639, 0.7856], [-0.7743, 1.4441, -0.5159], [-1.3776, -1.4344, -0.6330]],
  "lowdin_charge": [0.003, -0.485, 0.113, 0.103, -0.336, 0.045, 0.083, 0.088, 0.089, 0.154, 0.144]
}


Record 4
{
  "formula": "C7H12CuIN4O3",
  "method": "ωB97M-V/def2-TZVPD",
  "charge": 1,
  "de_lowest_kj_mol": 62.5,
  "multiplicity": 2,
  "energy_ha": -2656.47550,
  "gap_ev": [8.8, 6.7],
  "species": ["Cu", "C", "C", "N", "O", "C", "C", "N", "O", "H", "H", "H", "H", "H", "H", "H", "N", "C", "H", "N", "C", "O", "C", "I", "H", "H", "H", "H"],
  "positions_angstrom": [[-0.1529, -0.8801, -0.4646], [1.9597, -0.3924, 3.1859], [1.1868, -0.1294, 1.9566], [0.2694, -0.9767, 1.5344], [0.0950, -2.0953, 2.3612], [1.2647, 1.0199, 1.0938], [2.1073, 2.1384, 1.3446], [0.5658, 0.9300, -0.0200], [0.5695, 1.9146, -0.8256], [2.4857, -1.3963, 3.0635], [1.2863, -0.4723, 4.0313], [2.7792, 0.3480, 3.3801], [-0.6186, -2.5783, 2.0234], [3.1700, 1.9478, 1.0396], [2.1955, 2.4392, 2.4126], [1.8392, 2.9998, 0.7532], [2.2245, -1.9762, -1.9294], [1.2160, -1.4804, -1.5386], [2.9579, -2.4635, -2.4062], [-2.4577, 1.0348, -1.4837], [-2.6114, -0.2226, -1.8965], [-1.8996, -1.1895, -1.3212], [-3.5205, -0.5550, -3.0129], [-5.1375, 0.9588, -3.5395], [-1.5929, 1.3311, -1.0704], [-3.1139, 1.7226, -1.8536], [-4.1157, -1.4430, -2.8666], [-2.9521, -0.5342, -3.9511]],
  "lowdin_charge": [0.369, 0.004, -0.238, -0.010, 0.027, -0.268, -0.014, -0.106, 0.021, 0.127, 0.099, 0.102, 0.080, 0.132, 0.113, 0.087, 0.195, -0.007, 0.109, 0.197, -0.491, -0.112, -0.416, 0.754, 0.077, 0.048, 0.051, 0.068]
}